# 1
Here is a cluster of 3 separate species, C31H52F6I3N3O12P in total at a distorted geometry from the OMol25 dataset. Energies are from ωB97M-V with the def2-TZVPD basis set.

The value obtained for the max |F| is 4.04 eV/A. The value obtained for the frontier orbital gap is 8.54 eV. As for the net charge: +1.

Geometry (Å):
C: 1.41942 -6.04627 1.84595
C: 1.40217 -6.37487 0.32675
C: 2.56625 -5.70095 -0.38364
O: 3.59629 -6.23398 -0.38215
O: 2.49238 -4.48190 -0.97492
C: 1.16169 -3.95809 -1.10766
C: 1.27423 -2.68186 -1.94972
C: 0.28505 -1.49696 -1.71144
C: -1.11554 -2.18017 -1.52490
C: -1.53874 -3.10260 -2.70748
O: -1.89633 -4.40366 -2.27197
C: -2.85442 -2.54499 -3.35333
N: -3.99663 -2.53719 -2.48116
C: 0.23048 -0.49976 -2.95906
C: 1.12948 -0.87092 -4.14929
C: 2.67222 -0.94500 -3.99489
C: 0.10457 1.01496 -2.61291
I: 2.05997 2.05094 -2.53295
I: -0.59692 2.08712 -4.41454
C: -0.82230 1.31143 -1.35893
C: -2.28166 1.02659 -1.86580
C: -3.27356 2.19280 -2.07597
O: -3.20012 3.06996 -2.84666
C: -0.74175 2.79779 -0.92676
C: -1.33606 3.29906 0.40957
C: -2.80821 3.20705 0.82016
I: -3.86791 4.96903 0.09803
N: -0.35508 0.47375 -0.17258
C: -1.37105 0.07554 0.83511
C: -1.04706 0.45494 2.30103
O: -2.22460 1.04917 2.88505
C: -2.07030 0.96633 4.26455
O: -2.55550 0.14215 4.89626
C: 0.67062 -0.58485 -0.51542
P: 1.43143 -1.37570 1.00129
N: 2.73895 -2.11160 0.67239
O: 0.44029 -2.32548 1.84811
O: 1.87386 -0.05440 1.88985
H: 2.12123 -6.73427 2.32102
H: 1.79006 -5.04022 2.05514
H: 0.44802 -6.25423 2.29601
H: 1.59533 -7.44332 0.25777
H: 0.41741 -6.22074 -0.12184
H: 0.62727 -4.71914 -1.68648
H: 0.63667 -3.89050 -0.15011
H: 2.28831 -2.29051 -1.84479
H: 1.23426 -3.04492 -2.97293
H: -1.17351 -2.71235 -0.56648
H: -1.92744 -1.44820 -1.46494
H: -0.80952 -3.11582 -3.52293
H: -1.60796 -4.53937 -1.36396
H: -3.04909 -3.21506 -4.19729
H: -2.65760 -1.56422 -3.80260
H: -4.19293 -3.44321 -2.08095
H: -3.98564 -1.79918 -1.79255
H: -0.76548 -0.71850 -3.37191
H: 0.92241 -0.23972 -5.01509
H: 0.78973 -1.85240 -4.49514
H: 3.06364 -1.92876 -4.26230
H: 2.99855 -0.71589 -2.98006
H: 3.14632 -0.22922 -4.66507
H: -2.84783 0.32311 -1.24191
H: -2.31699 0.47876 -2.81500
H: -4.15423 2.23472 -1.39569
H: -0.92565 3.48407 -1.75133
H: 0.32803 2.96848 -0.72355
H: -0.71973 2.92130 1.24113
H: -1.09390 4.36479 0.43201
H: -3.39548 2.33657 0.53569
H: -2.88491 3.29797 1.89909
H: 0.24147 1.13962 0.34168
H: -2.35603 0.52251 0.71414
H: -1.55119 -0.99497 0.85184
H: -0.21354 1.16447 2.39153
H: -0.80280 -0.41669 2.91255
H: -1.43939 1.73240 4.75012
H: 1.62088 -0.12405 -0.82389
H: 3.53941 -1.66537 1.10265
H: -0.32586 -2.67731 1.37267
H: 2.29051 -0.39067 2.70023
C: 7.41015 -2.53085 -0.53879
C: 7.37236 -1.08978 -0.07573
O: 7.33313 -0.18327 -1.19692
C: 6.15164 -0.00190 -1.76233
O: 5.12211 -0.52013 -1.42811
C: 6.26764 1.01740 -2.90458
F: 7.32442 0.77898 -3.69109
F: 6.40184 2.26766 -2.42473
F: 5.17481 0.99712 -3.67999
H: 8.24371 -2.68886 -1.22404
H: 7.51903 -3.20209 0.31225
H: 6.49789 -2.79746 -1.07285
H: 8.28083 -0.85043 0.47342
H: 6.53104 -0.90314 0.59181
C: -5.85589 6.27762 7.14138
C: -6.12482 7.02551 5.85284
O: -4.89783 7.30750 5.14987
C: -4.39159 6.31580 4.43246
O: -4.85555 5.21712 4.31874
C: -3.12073 6.78897 3.71488
F: -2.30449 7.47375 4.52988
F: -3.41719 7.59554 2.68309
F: -2.42223 5.75059 3.22825
H: -5.14460 6.82666 7.75973
H: -6.77982 6.13978 7.70177
H: -5.42257 5.29694 6.94415
H: -6.57659 7.99122 6.07034
H: -6.81509 6.48242 5.20784

Cartesian forces (eV/Å) of the 6 atoms listed first:
C 0.334 -0.330 -0.330
C -0.477 0.080 0.386
C -2.260 0.715 0.184
O 3.605 -1.652 -0.019
O -1.337 0.290 0.259
C 0.262 -0.409 -0.620

# 2
Here is a structure of composition C31H53CrNO2Si2 at a distorted geometry from the OMol25 dataset. Energies are from ωB97M-V with the def2-TZVPD basis set.

The value obtained for the max |F| is 2.10 eV/A. The expectation value of S² is 3.94. Its spin multiplicity is 4. The value obtained for the frontier orbital gap (alpha / beta) is 7.47 / 7.70 eV. As for the net charge: +1. For the energy above the lowest of the compared OMol25 structures with the same formula, charge and spin, the calculation gives 0.0 kcal/mol.

Geometry (Å):
O: -1.44186 -1.57278 -1.08053
O: 0.89178 1.49457 -4.97533
C: -0.52939 -2.71461 -1.42928
C: -1.28384 -3.99181 -1.73183
H: 0.13241 -2.84594 -0.55914
H: 0.08776 -2.37581 -2.26771
H: -1.78139 -4.37005 -0.83316
H: -0.56477 -4.75130 -2.05099
H: -2.04135 -3.88807 -2.51362
C: -1.94338 -0.76730 -2.20854
C: -1.68957 -1.35862 -3.56696
H: -1.46777 0.21614 -2.13091
H: -3.01809 -0.64840 -2.03492
H: -0.65471 -1.18078 -3.86995
H: -2.32693 -0.86960 -4.30893
H: -1.90977 -2.42187 -3.62831
C: 0.51548 2.62588 -4.19370
C: 2.30862 1.33937 -5.04446
C: -0.92302 2.99549 -4.50359
H: 1.15226 3.49731 -4.43922
H: 0.62927 2.40748 -3.11323
H: -1.01332 3.34780 -5.53720
H: -1.23523 3.80793 -3.84507
H: -1.60132 2.14777 -4.36703
C: 2.66725 0.55438 -6.29305
H: 2.68304 0.81169 -4.14593
H: 2.81067 2.32406 -5.09481
H: 2.02668 -0.32304 -6.40898
H: 3.70919 0.23631 -6.23400
H: 2.55049 1.18703 -7.18018
H: 2.46292 1.54896 -0.22872
Cr: -1.23464 -0.98968 0.75084
C: 3.22737 0.92772 -0.64898
Si: 4.71484 1.44477 0.37752
H: 2.99400 -0.13053 -0.48315
H: 3.30973 1.10942 -1.73249
C: 6.33308 0.65028 -0.12726
C: 4.22973 0.99588 2.14167
C: 4.64883 3.31315 0.20635
C: -3.07678 -1.80502 1.18338
Si: -4.43666 -0.50054 1.06130
H: -2.97079 -2.22742 2.20708
H: -3.15311 -2.69935 0.53114
C: -6.03075 -1.20447 0.34940
C: -3.99232 0.98815 -0.00612
C: -4.75473 0.14851 2.79766
H: 4.40972 3.58936 -0.83030
H: 5.58611 3.80651 0.48739
H: 3.84541 3.70437 0.84849
H: 6.31399 -0.43386 0.05384
H: 7.18211 1.05847 0.43993
H: 6.54913 0.79776 -1.19469
H: 4.06692 -0.08602 2.23702
H: 3.28353 1.49402 2.39804
H: 4.97530 1.29282 2.88999
H: -4.65009 1.08150 -0.87871
H: -2.96311 0.93914 -0.37764
H: -4.06652 1.92521 0.55731
H: -5.80668 0.43398 2.94031
H: -4.13326 1.02191 3.03225
H: -4.52143 -0.63245 3.53173
H: -6.93009 -0.74369 0.78251
H: -6.06397 -2.28033 0.56238
H: -6.07936 -1.06794 -0.73913
C: -0.77035 3.47097 1.18286
C: -0.87279 3.56295 2.57280
C: -1.00181 2.40687 3.34232
C: -0.96584 1.14353 2.70121
C: -0.91884 1.04323 1.30238
C: -0.81306 2.20552 0.54183
C: -0.78895 -0.10370 3.43960
C: -0.70667 -0.17349 4.83913
C: -0.11064 -1.26689 5.42918
C: 0.38622 -2.30506 4.61884
C: 1.24055 -3.31288 5.13155
C: 1.81453 -4.25028 4.28225
C: 1.49395 -4.25093 2.90676
C: 0.60580 -3.31222 2.38793
C: 0.08721 -2.29244 3.21425
N: -0.54063 -1.19495 2.66447
H: -0.66702 4.37776 0.58148
H: -0.85012 4.53583 3.06468
H: -1.09433 2.45416 4.42819
H: -0.76639 2.16003 -0.54547
H: -1.05787 0.66596 5.43112
H: 0.04985 -1.33355 6.50456
H: 1.45742 -3.30790 6.20215
H: 2.51124 -4.98949 4.67410
H: 1.94262 -4.99127 2.24286
H: 0.32833 -3.32558 1.32915

Cartesian forces (eV/Å) of the 6 atoms listed first:
O 0.850 -0.824 -1.731
O 0.386 0.609 0.196
C -0.291 0.676 -0.176
C -0.148 -0.161 0.368
H -0.204 0.107 -0.283
H -0.083 -0.153 0.289

# 3
Here is a cluster of 9 separate species, C31H53N8O13 in total at a distorted geometry from the OMol25 dataset. Energies are from ωB97M-V with the def2-TZVPD basis set.

The value obtained for the max |F| is 10.53 eV/A. The value obtained for the frontier orbital gap is 6.65 eV. As for the net charge: -1. For the energy above the lowest of the compared OMol25 structures with the same formula, charge and spin, the calculation gives 51.6 kcal/mol.

Geometry (Å):
C: -52.97772 -11.36599 -12.81907
O: -53.09698 -11.27456 -11.54690
O: -52.72362 -12.63303 -13.28156
O: -53.10333 -10.40639 -13.60978
H: -52.82960 -13.17531 -12.50652
C: -50.49375 -13.00692 -10.24163
C: -49.34872 -13.86915 -10.99905
C: -48.52671 -14.88644 -10.10178
C: -48.60695 -14.77927 -8.54293
C: -49.80563 -13.96365 -7.96737
C: -50.65729 -13.05849 -8.90291
N: -47.76954 -15.57713 -7.63468
O: -47.72602 -15.26278 -6.41523
O: -47.24859 -16.64702 -8.12736
H: -50.86042 -12.28822 -10.81301
H: -49.21078 -13.86218 -12.06277
H: -47.57275 -15.34279 -10.62131
H: -49.89139 -13.98787 -6.93033
H: -51.34793 -12.32810 -8.40607
C: -50.31698 -11.85843 -17.63387
C: -51.45731 -11.97739 -16.71920
C: -52.72828 -12.73651 -17.16690
C: -52.82269 -13.09406 -18.67981
C: -51.62788 -12.87168 -19.66279
C: -50.28435 -12.17660 -18.95797
N: -54.02048 -13.82293 -19.24364
O: -55.18413 -13.27740 -18.95632
O: -53.85554 -14.52513 -20.20632
H: -49.39398 -11.32494 -17.11728
H: -51.43198 -11.71269 -15.73459
H: -53.61597 -13.05741 -16.45796
H: -51.56041 -13.27038 -20.60519
H: -49.33949 -12.14405 -19.45074
C: -54.79883 -15.92560 -10.59195
O: -55.15583 -15.42621 -11.70245
N: -54.55942 -15.17256 -9.48340
C: -54.31487 -15.72016 -8.12502
C: -54.35302 -13.71832 -9.63643
H: -55.03853 -17.01251 -10.32744
H: -53.86199 -16.70337 -8.27577
H: -55.07981 -16.12084 -7.67773
H: -53.75208 -15.08664 -7.48730
H: -53.45808 -13.66532 -10.23100
H: -54.34627 -13.21236 -8.65588
H: -55.30396 -13.46669 -10.00927
C: -54.43441 -10.21978 -8.24308
O: -55.50151 -10.65328 -7.68590
N: -53.31960 -9.99061 -7.42825
C: -52.11460 -9.56191 -8.11891
C: -53.24737 -10.02532 -5.96017
H: -54.31503 -10.01799 -9.28054
H: -51.92956 -8.43018 -8.07901
H: -51.98201 -9.88686 -9.16577
H: -51.29921 -9.88614 -7.71132
H: -53.83901 -9.05063 -5.59467
H: -52.27788 -10.02076 -5.91767
H: -53.50865 -10.83242 -5.36520
C: -58.45942 -13.27237 -13.45551
O: -59.55974 -13.57020 -14.00398
N: -57.74393 -12.24413 -13.90972
C: -56.63704 -11.75627 -13.19206
C: -58.08723 -11.57750 -15.21264
H: -58.24837 -13.78458 -12.49758
H: -55.64746 -12.07856 -13.62713
H: -56.37345 -11.74164 -12.19003
H: -56.63249 -10.70894 -13.46727
H: -57.68036 -12.18141 -15.94764
H: -57.41806 -10.82563 -15.44608
H: -59.11070 -11.36414 -15.35880
C: -47.52979 -8.47199 -10.52707
O: -46.22672 -8.61618 -10.46085
N: -48.32323 -9.43060 -11.14616
C: -49.80437 -9.34980 -11.19180
C: -47.71105 -10.70961 -11.57140
H: -47.89511 -7.52035 -10.22221
H: -50.49975 -10.18612 -11.68763
H: -50.23774 -8.75222 -11.87031
H: -50.32902 -8.86986 -10.37892
H: -48.48547 -11.05519 -12.08875
H: -47.43040 -11.25585 -10.69366
H: -46.90010 -10.37443 -12.36153
C: -53.27234 -6.95619 -12.64980
O: -52.71565 -6.07568 -13.23934
N: -53.79345 -6.63605 -11.43439
C: -54.23165 -7.74997 -10.47359
C: -54.04703 -5.26831 -10.89844
H: -53.32555 -8.00697 -13.10931
H: -55.11334 -7.59470 -10.05755
H: -53.64100 -7.90873 -9.75615
H: -54.27951 -8.81801 -11.13424
H: -54.71349 -4.71659 -11.47727
H: -53.08253 -4.73557 -10.94039
H: -54.45161 -5.26224 -9.88343
C: -48.14013 -7.82635 -14.33789
O: -47.44053 -6.71792 -14.29653
N: -49.33465 -7.70472 -14.85719
C: -50.29254 -8.78780 -14.72080
C: -49.80252 -6.43220 -15.39311
H: -47.80448 -8.92215 -13.82851
H: -51.26177 -8.24192 -14.56636
H: -50.09575 -9.48190 -13.99084
H: -50.56188 -9.25079 -15.81859
H: -48.99362 -5.74471 -15.51569
H: -50.42766 -5.84910 -14.75612
H: -50.21746 -6.56870 -16.27492

Cartesian forces (eV/Å) of the 6 atoms listed first:
C -0.827 2.110 1.659
O 0.393 -0.442 -0.619
O 0.187 0.421 -1.139
O 0.577 -1.275 -0.275
H -0.100 -0.522 0.511
C 6.251 -5.288 -0.741

# 4
Here is an isolated molecule of C31H54N8O7 at a distorted geometry from the OMol25 dataset. Energies are from ωB97M-V with the def2-TZVPD basis set.

The value obtained for the max |F| is 1.21 eV/A. The value obtained for the frontier orbital gap is 9.55 eV. As for the net charge: 0. For the energy above the lowest of the compared OMol25 structures with the same formula, charge and spin, the calculation gives 0.0 kcal/mol.

Geometry (Å):
C: -4.49915 2.03538 2.37083
H: -5.27410 2.15842 3.12419
C: -4.74067 2.99657 1.21309
H: -5.77140 2.87968 0.87234
H: -4.62638 4.02620 1.56309
C: -3.82002 2.77320 0.00697
C: -4.18076 3.76252 -1.10026
H: -3.96324 4.78185 -0.78652
H: -3.62711 3.55897 -2.01324
H: -5.24134 3.69161 -1.32772
H: -3.95904 1.75064 -0.35790
C: -2.34682 2.93428 0.42409
N: -1.46808 3.20778 -0.68351
C: -1.17234 2.39312 -1.71975
C: -0.13465 3.02943 -2.36792
N: 0.12053 4.17526 -1.69915
N: -0.67259 4.27254 -0.69728
C: 0.67657 2.59337 -3.53265
H: 0.02349 2.35161 -4.37400
H: 1.31544 3.43143 -3.81671
C: 1.55363 1.37581 -3.20487
C: 0.81980 0.03264 -3.24507
N: 0.10495 -0.23226 -2.02432
C: -0.21430 -1.40622 -1.68844
N: 0.03475 -2.59619 -2.37762
C: -0.22849 -2.83199 -3.70240
O: -0.73619 -2.04217 -4.45766
O: 0.15629 -4.07963 -3.99107
C: -0.01634 -4.61560 -5.32624
C: -1.49929 -4.64970 -5.69447
H: -2.05721 -5.20476 -4.94329
H: -1.89593 -3.63991 -5.75222
H: -1.62569 -5.13481 -6.65823
C: 0.78242 -3.79081 -6.33504
H: 1.82595 -3.73896 -6.03157
H: 0.38338 -2.78217 -6.39641
H: 0.72270 -4.25486 -7.31544
C: 0.54487 -6.03434 -5.22788
H: 0.45793 -6.53580 -6.18707
H: -0.00320 -6.59937 -4.47886
H: 1.59108 -6.00120 -4.93622
H: 0.14112 -3.41621 -1.77790
N: -0.84057 -1.57824 -0.45257
C: -0.84418 -2.70777 0.31148
O: -0.37332 -3.77628 -0.01653
O: -1.42532 -2.43552 1.48062
C: -1.57709 -3.45666 2.50061
C: -0.20662 -3.95637 2.95524
H: -0.32773 -4.63906 3.79138
H: 0.29421 -4.47787 2.14458
H: 0.41294 -3.11916 3.27014
C: -2.43884 -4.60304 1.97408
H: -1.93502 -5.10863 1.15511
H: -3.39228 -4.21862 1.61849
H: -2.62103 -5.31931 2.77010
C: -2.29092 -2.72950 3.64062
H: -2.53358 -3.43074 4.43314
H: -1.65531 -1.94582 4.04396
H: -3.20677 -2.27577 3.27194
H: -1.28797 -0.75462 -0.03921
H: 1.55110 -0.76711 -3.43357
H: 0.11729 0.02298 -4.08500
H: 2.35369 1.32964 -3.94629
H: 2.01414 1.50764 -2.22407
H: -1.66716 1.46465 -1.89786
H: -2.26074 3.78014 1.11180
C: -1.77954 1.63722 1.02334
O: -2.26695 0.55516 0.72846
N: -0.70294 1.73904 1.82206
C: 0.15065 2.89451 2.00795
H: -0.29268 3.80266 1.60610
H: 0.32395 3.02219 3.08255
C: 1.49657 2.65086 1.30303
N: 2.09074 1.42618 1.78033
C: 3.11928 1.36716 2.67066
O: 3.47061 0.33389 3.19394
O: 3.67950 2.57355 2.84689
C: 4.85805 2.72063 3.67610
C: 6.00863 1.88441 3.11847
H: 6.18877 2.14549 2.07781
H: 6.91103 2.07518 3.69230
H: 5.76720 0.82694 3.17884
C: 4.54291 2.32921 5.11966
H: 5.40853 2.52034 5.74733
H: 4.29250 1.27347 5.17405
H: 3.70254 2.91244 5.49109
C: 5.18575 4.21175 3.58442
H: 4.35103 4.80197 3.95370
H: 6.06744 4.43461 4.17744
H: 5.37329 4.48885 2.55047
C: 1.23480 0.27294 1.60738
H: 1.74509 -0.59678 2.02212
C: -0.09040 0.52276 2.33350
H: -0.78118 -0.30781 2.18879
H: 0.10089 0.65937 3.40305
H: 1.05423 0.12416 0.53764
H: 2.17052 3.48478 1.48761
H: 1.33146 2.55871 0.22484
H: -3.53624 2.21716 2.84367
H: -4.51551 1.00673 2.02054

Cartesian forces (eV/Å) of the 6 atoms listed first:
C -0.164 0.109 -0.088
H 0.003 -0.001 0.130
C 0.155 -0.309 -0.025
H -0.012 0.091 -0.032
H -0.050 0.092 -0.055
C -0.077 0.253 -0.066